Here is C27H56N10O9P2S2 as an isolated structure at a distorted geometry from the OMol25 dataset. Energies are from ωB97M-V with the def2-TZVPD basis set.

## Properties
Energy in eV: -102487.929
F_max in eV/A: 1.1
Multiplicity: 1
LUMO energy in eV: -1.31

Geometry (Å):
N -4.11 0.57 4.04
P -3.44 -0.47 3.10
C -1.65 -0.60 3.37
C -1.15 -1.29 4.43
C 0.24 -1.33 4.72
C 1.16 -0.69 3.95
P 2.89 -0.81 4.40
O 3.50 -1.98 3.51
O 3.59 0.47 3.76
S 3.20 -1.03 6.29
C 0.68 0.03 2.82
N 1.40 0.74 1.94
S 0.37 1.33 0.87
N -1.01 0.76 1.42
C -0.72 0.06 2.53
H -4.55 1.31 3.48
H -3.83 -1.81 3.29
H -3.54 -0.25 1.72
H -1.83 -1.80 5.10
H 0.58 -1.87 5.59
H 4.10 -2.49 4.08
H 3.07 1.26 3.98
C -6.45 1.65 -0.07
C -6.43 2.40 1.24
O -5.50 2.28 2.04
N -7.48 3.20 1.52
C -8.65 3.43 0.70
H -5.55 1.04 -0.12
H -7.32 1.00 -0.13
H -6.46 2.32 -0.92
H -7.42 3.66 2.41
H -8.76 4.49 0.45
H -9.54 3.10 1.24
H -8.58 2.86 -0.22
C -1.49 -0.69 -3.05
C -2.03 -2.09 -2.87
O -3.12 -2.41 -3.31
N -1.24 -2.96 -2.19
C 0.04 -2.69 -1.57
H -2.23 -0.12 -3.59
H -1.31 -0.22 -2.09
H -0.56 -0.70 -3.63
H -1.63 -3.88 -2.11
H 0.83 -3.33 -1.96
H -0.03 -2.87 -0.49
H 0.32 -1.65 -1.73
C -6.47 2.71 -4.74
C -5.94 1.56 -3.91
O -6.53 1.13 -2.94
N -4.75 1.02 -4.29
C -3.89 1.40 -5.39
H -7.42 3.02 -4.30
H -5.78 3.55 -4.73
H -6.64 2.41 -5.77
H -4.45 0.26 -3.70
H -3.76 0.54 -6.06
H -2.91 1.70 -5.02
H -4.30 2.22 -5.96
C 7.57 1.38 -0.77
C 6.90 2.30 0.22
O 6.95 3.52 0.11
N 6.24 1.73 1.26
C 6.07 0.32 1.55
H 8.05 1.97 -1.54
H 8.32 0.77 -0.28
H 6.84 0.72 -1.24
H 5.82 2.39 1.89
H 5.01 0.06 1.56
H 6.49 0.07 2.53
H 6.57 -0.28 0.79
C 11.37 3.30 -2.64
C 10.73 1.93 -2.69
O 9.57 1.78 -3.06
N 11.48 0.87 -2.30
C 12.85 0.86 -1.84
H 10.64 4.02 -2.98
H 11.68 3.55 -1.63
H 12.24 3.34 -3.29
H 10.99 -0.01 -2.36
H 13.48 0.25 -2.49
H 12.92 0.46 -0.83
H 13.25 1.87 -1.83
C -10.34 -1.45 0.91
C -9.58 -0.64 1.93
O -9.78 0.56 2.08
N -8.65 -1.28 2.68
C -8.28 -2.68 2.64
H -11.03 -0.79 0.40
H -9.67 -1.89 0.18
H -10.91 -2.25 1.39
H -8.17 -0.68 3.34
H -8.45 -3.16 3.61
H -7.22 -2.80 2.39
H -8.87 -3.21 1.90
C 3.31 -3.42 0.71
C 3.63 -3.54 -0.76
O 2.86 -4.07 -1.55
N 4.82 -3.04 -1.19
C 5.84 -2.38 -0.41
H 2.34 -3.86 0.88
H 4.05 -3.94 1.32
H 3.28 -2.37 1.02
H 4.97 -3.16 -2.18
H 6.01 -1.36 -0.77
H 6.79 -2.92 -0.47
H 5.54 -2.32 0.63

=====

Here is a 3-piece molecular cluster, C27H56N4O3 overall at a distorted geometry from the OMol25 dataset. Energies are from ωB97M-V with the def2-TZVPD basis set.

## Properties
Energy in eV: -41007.810
F_max in eV/A: 4.6
ΔE to the lowest compared entry with this formula, charge and spin in kJ/mol: 0.0
Multiplicity: 1
LUMO energy in eV: 0.44

Geometry (Å):
C -4.33 -1.07 3.05
C -3.91 -0.07 1.97
C -3.08 -0.77 0.90
C -2.84 0.08 -0.33
C -1.98 1.32 -0.10
C -0.67 1.00 0.62
C 0.11 2.28 0.89
C 1.65 2.14 0.99
C 2.20 0.76 1.30
C 2.22 0.35 2.79
C 3.59 0.55 3.28
N 4.69 0.77 3.65
C 1.30 1.20 3.70
C 1.87 2.43 4.19
N 2.22 3.48 4.55
C 1.89 -1.12 3.04
C 2.58 -2.13 2.11
C 1.58 -3.18 1.62
C 0.57 -2.65 0.62
C 1.21 -2.40 -0.76
O 0.37 -2.92 -1.78
C 1.04 -3.62 -2.81
H -3.45 -1.37 3.61
H -4.74 -1.96 2.59
H -5.06 -0.62 3.71
H -3.30 0.69 2.44
H -4.78 0.35 1.49
H -3.63 -1.65 0.59
H -2.16 -1.14 1.33
H -3.79 0.36 -0.77
H -2.33 -0.54 -1.06
H -2.52 2.11 0.41
H -1.68 1.66 -1.08
H -0.90 0.55 1.58
H -0.14 0.31 -0.01
H -0.25 2.72 1.81
H -0.11 3.01 0.12
H 2.06 2.43 0.03
H 2.03 2.88 1.68
H 3.22 0.75 0.96
H 1.71 -0.03 0.75
H 1.09 0.61 4.58
H 0.34 1.41 3.24
H 0.81 -1.24 3.00
H 2.18 -1.36 4.06
H 3.09 -1.66 1.29
H 3.33 -2.67 2.68
H 2.07 -4.07 1.26
H 1.01 -3.48 2.50
H 0.09 -1.76 0.99
H -0.19 -3.40 0.46
H 1.27 -1.32 -0.92
H 2.19 -2.85 -0.76
H 2.11 -3.48 -2.78
H 0.70 -3.23 -3.76
H 0.79 -4.67 -2.79
C 4.83 2.34 -1.29
O 4.97 3.11 -0.11
C 5.78 2.53 0.90
C 7.29 2.74 0.70
C 7.90 1.83 -0.37
N 7.62 4.13 0.39
H 4.81 1.26 -1.06
H 5.62 2.54 -2.00
H 3.88 2.61 -1.75
H 5.49 3.02 1.83
H 5.54 1.47 1.02
H 7.77 2.48 1.65
H 7.66 2.17 -1.38
H 8.99 1.83 -0.28
H 7.55 0.80 -0.26
H 7.32 4.72 1.15
H 7.05 4.42 -0.40
C -4.78 -1.56 -3.18
O -5.79 -0.78 -2.55
C -6.53 0.05 -3.42
C -7.69 -0.65 -4.15
C -7.24 -1.52 -5.32
N -8.51 -1.45 -3.24
H -4.31 -1.02 -4.01
H -5.18 -2.51 -3.52
H -4.02 -1.76 -2.42
H -6.96 0.83 -2.78
H -5.86 0.56 -4.13
H -8.32 0.15 -4.56
H -6.80 -2.46 -4.98
H -8.09 -1.77 -5.94
H -6.51 -1.00 -5.94
H -8.90 -0.85 -2.52
H -7.89 -2.07 -2.73

=====

Here is a 3-piece molecular cluster, C27H57BrN2O4P overall from the OMol25 dataset. Energies are from ωB97M-V with the def2-TZVPD basis set.

## Properties
Energy in eV: -119416.891
<S²>: 2.008
F_max in eV/A: 0.8
Multiplicity: 3
LUMO energy (spin up / spin down) in eV: -2.38 / -2.39
Charge: +1

Geometry (Å):
C -1.62 1.78 -1.50
C -2.85 1.03 -0.99
C -3.39 -0.15 -1.82
P -2.23 -1.29 -2.58
Br -3.21 -3.21 -2.61
C -1.86 -0.98 -4.30
C -1.39 0.44 -4.65
C -0.92 0.55 -6.12
O 0.38 1.05 -6.25
C 1.40 0.13 -5.89
O -0.98 -1.41 -1.66
C 0.36 -1.76 -2.16
C 1.28 -1.87 -0.96
H -1.38 2.57 -0.79
H -1.81 2.27 -2.45
H -0.73 1.15 -1.57
H -3.67 1.75 -0.93
H -2.68 0.68 0.03
H -4.00 -0.78 -1.16
H -4.05 0.18 -2.64
H -2.80 -1.19 -4.81
H -1.13 -1.72 -4.63
H -0.57 0.76 -4.01
H -2.21 1.14 -4.47
H -1.01 -0.43 -6.61
H -1.57 1.24 -6.66
H 1.11 -0.90 -6.15
H 1.63 0.18 -4.82
H 2.29 0.39 -6.45
H 0.68 -0.97 -2.84
H 0.31 -2.70 -2.71
H 0.76 -2.30 -0.11
H 1.68 -0.89 -0.68
H 2.12 -2.51 -1.22
C -3.95 -2.28 3.51
C -3.77 -1.20 2.42
C -2.99 0.02 2.94
C -3.80 0.97 3.82
C -5.08 1.39 3.10
C -5.94 0.20 2.67
N -5.08 -0.73 1.86
O -5.00 -0.37 0.63
C -6.54 -0.48 3.91
C -7.10 0.66 1.80
C -3.00 -1.84 1.28
H -4.95 -2.30 3.93
H -3.78 -3.27 3.09
H -3.24 -2.14 4.33
H -2.61 0.58 2.08
H -2.11 -0.35 3.48
H -4.02 0.51 4.78
H -3.20 1.85 4.03
H -5.68 2.04 3.74
H -4.82 1.97 2.21
H -7.06 -1.40 3.63
H -7.27 0.20 4.35
H -5.82 -0.71 4.68
H -6.77 1.25 0.95
H -7.77 1.28 2.41
H -7.67 -0.19 1.43
H -3.58 -2.64 0.82
H -2.06 -2.26 1.65
H -2.75 -1.10 0.51
C 5.15 2.39 -0.17
C 4.91 1.55 1.10
C 5.91 1.88 2.22
C 7.30 1.28 2.03
C 7.20 -0.23 1.79
C 6.31 -0.57 0.59
N 4.96 0.08 0.80
O 4.20 -0.61 1.57
C 6.99 -0.14 -0.71
C 6.09 -2.08 0.51
C 3.51 1.89 1.60
H 5.63 1.84 -0.97
H 4.20 2.75 -0.57
H 5.77 3.27 0.05
H 5.50 1.50 3.16
H 5.97 2.96 2.31
H 7.83 1.77 1.21
H 7.89 1.46 2.93
H 8.19 -0.66 1.61
H 6.80 -0.71 2.68
H 6.32 -0.28 -1.56
H 7.86 -0.77 -0.86
H 7.34 0.89 -0.70
H 5.71 -2.49 1.44
H 7.05 -2.55 0.28
H 5.39 -2.32 -0.29
H 2.75 1.57 0.88
H 3.44 2.98 1.70
H 3.29 1.44 2.56

=====

no.,molecular weight (g mol⁻¹)
1,790.9
2,484.8
3,584.6